# C4H10N2O2

A single C4H10N2O2 molecule in a non-equilibrium geometry (wB97M-V/def2-TZVPD, the OMol25 dataset).

Atoms and positions in Å:
O: -1.373 -1.698 1.749
O: 0.144 1.429 -1.550
N: 0.664 -1.981 0.687
N: -0.631 -1.533 0.506
C: -0.239 -0.078 -1.214
C: -1.162 1.004 0.974
C: -0.611 0.147 0.156
C: 1.455 1.788 -1.190
H: 1.561 2.867 -1.317
H: 2.191 1.280 -1.827
H: -1.288 2.035 0.689
H: -2.258 -1.962 1.471
H: -1.078 -0.280 -1.877
H: 1.114 -1.549 1.497
H: 0.665 -2.991 0.802
H: 0.647 -0.695 -1.362
H: 1.686 1.538 -0.145
H: -1.487 0.679 1.954

SMILES: C=C(COC)N(N)O
ΔE to the lowest compared entry with this formula, charge and spin in kcal per mole: 153.8
LUMO energy in eV: 0.88

Results of the Löwdin charge analysis, in e, for atoms 1 through 4: O -0.094; O -0.236; N 0.008; N -0.200